Entry 1:
Formula: C21H45N3
Source: OMol25
Level of theory: ωB97M-V/def2-TZVPD

Its net charge is 0.

Each line ends with the Mulliken charge.
Cartesian coordinates (Å):
C: 1.754253 4.575190 0.493560  -1.320
C: 0.676026 3.958616 -0.389026  -0.365
C: -0.348580 3.181505 0.432808  -0.530
C: -1.418025 2.526496 -0.438733  -1.128
C: -2.269068 1.543736 0.368378  -0.224
C: -3.515699 1.101288 -0.430558  -1.274
N: -4.249093 0.117241 0.339550  0.120
C: -5.249005 -0.655491 -0.376370  0.336
C: -6.502925 0.136710 -0.759875  -1.628
C: -5.622742 -1.863630 0.509696  -1.167
N: -4.496172 -2.644049 0.976372  -0.369
C: -3.837040 -3.429613 -0.047695  -0.839
N: -1.474732 0.428932 0.859306  -0.134
C: -0.871813 -0.466991 -0.121495  -1.806
C: 0.652101 -0.285541 -0.183532  2.466
C: 1.276739 -1.205520 -1.228385  -1.463
C: 2.790480 -1.010443 -1.290566  -0.739
C: 3.439264 -1.290886 0.069954  0.416
C: 4.990480 -1.229775 0.047545  1.842
C: 5.517830 0.181468 -0.223093  -1.946
C: 5.537958 -2.171490 -1.033761  -2.005
C: 5.543433 -1.709734 1.396154  -1.907
C: 2.804177 -0.352757 1.102936  -0.733
C: 1.294661 -0.564074 1.171276  -1.331
H: 2.480856 5.117776 -0.107144  0.400
H: 1.313243 5.267712 1.207162  0.345
H: 2.277343 3.800513 1.050226  0.265
H: 0.170368 4.746757 -0.952305  0.357
H: 1.144074 3.286783 -1.112915  0.265
H: -0.828280 3.856328 1.145340  0.555
H: 0.155326 2.402627 1.005718  0.031
H: -2.068043 3.293712 -0.865728  0.755
H: -0.945351 1.998533 -1.267926  0.141
H: -2.624896 2.062514 1.269413  0.597
H: -3.206990 0.630299 -1.368047  0.364
H: -4.109990 1.993516 -0.687779  0.418
H: -4.672245 0.556444 1.152903  0.313
H: -4.770324 -1.023174 -1.292000  0.313
H: -6.244528 0.975405 -1.403062  0.377
H: -6.993219 0.520718 0.133523  0.344
H: -7.204234 -0.500989 -1.291728  0.436
H: -6.149657 -1.496983 1.396977  0.372
H: -6.297726 -2.524869 -0.039214  0.468
H: -3.824680 -2.003458 1.391790  0.336
H: -4.568170 -4.102866 -0.496207  0.319
H: -3.374148 -2.835733 -0.847694  0.219
H: -3.061040 -4.029767 0.426304  0.335
H: -2.055681 -0.101696 1.496049  0.395
H: -1.284140 -0.310932 -1.125412  0.231
H: -1.081360 -1.504915 0.154423  0.518
H: 0.868037 0.749345 -0.459613  -0.670
H: 0.843494 -1.004382 -2.212032  0.444
H: 1.053478 -2.245306 -0.975287  0.372
H: 3.194019 -1.679053 -2.050807  0.436
H: 3.001630 0.016540 -1.594447  0.232
H: 3.174701 -2.318175 0.350994  0.408
H: 6.604037 0.161076 -0.285493  0.499
H: 5.134843 0.569911 -1.163004  0.358
H: 5.240728 0.864106 0.575561  0.383
H: 5.349538 -1.783351 -2.030871  0.409
H: 5.086357 -3.157772 -0.951250  0.384
H: 6.614585 -2.281121 -0.920527  0.488
H: 5.283342 -1.027098 2.200115  0.398
H: 5.156083 -2.696382 1.640945  0.392
H: 6.628882 -1.771385 1.353454  0.481
H: 3.229743 -0.528344 2.090982  0.304
H: 3.001562 0.684365 0.826559  0.194
H: 1.081911 -1.594262 1.467521  0.327
H: 0.854011 0.095869 1.920057  0.423

Cartesian forces, eV/Å:
-0.10 -0.03 -0.25
-0.02 0.00 0.36
0.04 0.03 -0.52
-0.07 -0.05 0.59
-0.20 0.04 -0.43
0.24 0.15 0.26
-0.08 0.07 0.07
-0.33 -0.21 0.15
0.39 -0.17 -0.02
0.26 0.17 -0.17
0.06 -0.02 0.26
0.02 0.08 0.04
-0.12 -0.15 0.33
0.37 0.31 -0.01
-0.30 -0.59 0.09
0.07 0.42 -0.05
-0.09 -0.39 0.10
0.19 0.39 -0.11
0.08 -0.16 0.04
-0.14 -0.21 0.05
-0.09 0.20 0.14
-0.11 0.14 -0.18
-0.10 -0.44 0.09
0.10 0.46 -0.13
0.12 0.08 0.03
0.00 0.09 0.11
0.09 -0.06 0.09
-0.01 -0.01 -0.10
-0.03 -0.02 -0.09
-0.01 0.01 0.11
0.03 -0.01 0.11
-0.01 0.00 -0.10
0.02 -0.05 -0.15
-0.02 0.03 -0.07
-0.01 0.03 -0.02
0.08 -0.07 -0.04
-0.03 0.00 -0.04
0.00 0.01 0.07
-0.05 0.09 -0.05
-0.08 0.05 0.10
-0.15 -0.04 -0.08
-0.15 0.06 -0.08
-0.09 0.03 0.05
-0.12 -0.10 -0.07
0.04 -0.08 -0.06
0.01 -0.03 -0.06
0.04 -0.08 -0.10
0.08 0.05 -0.12
-0.05 -0.08 -0.02
-0.04 -0.02 -0.03
0.01 0.15 -0.04
-0.06 -0.06 -0.03
-0.05 -0.09 0.00
0.08 0.06 -0.06
0.06 0.08 -0.08
0.00 -0.07 0.02
0.13 0.03 -0.01
-0.02 0.11 -0.13
-0.01 0.14 0.08
-0.02 -0.01 -0.15
-0.06 -0.17 -0.02
0.13 -0.02 0.00
-0.02 0.05 0.13
-0.04 -0.15 0.06
0.13 -0.01 0.01
0.07 0.09 0.03
0.06 0.12 0.02
-0.06 -0.12 0.04
-0.04 -0.05 0.04

Entry 2:
Formula: C3HCdO2
Source: OMol25
Level of theory: ωB97M-V/def2-TZVPD

Its net charge is +1.

Each line ends with the Mulliken charge.
Cartesian coordinates (Å):
O: -1.042578 -0.023699 -1.024168  -0.685
O: 1.091243 -0.343718 -0.687629  -0.687
C: -0.047968 -0.019346 -0.241253  0.948
Cd: 0.224397 -0.576076 -2.484553  1.136
C: -0.372599 0.551879 2.331633  0.303
C: -0.211339 0.333284 1.154361  -0.441
H: -0.648384 0.961664 3.291656  0.426

Cartesian forces, eV/Å:
-1.64 0.60 0.98
1.41 0.12 1.40
-0.22 0.40 2.34
0.45 -0.95 -3.82
-0.25 0.61 -1.01
-0.06 -0.28 0.29
0.30 -0.50 -0.19

Entry 3:
Formula: C29H65N2O20
Source: OMol25
Level of theory: ωB97M-V/def2-TZVPD

Its net charge is +1.

Each line ends with the Mulliken charge.
Cartesian coordinates (Å):
O: 2.221703 -0.542020 4.338086  -0.302
N: 1.854855 -1.349934 3.592680  0.071
O: 1.436105 -0.726722 2.378709  -0.039
C: 1.572077 -1.633850 1.288913  -0.964
C: 1.300816 -0.909322 -0.009684  1.655
C: -0.165946 -0.948347 -0.364721  -1.302
O: -0.897762 -0.242589 0.599033  -0.370
C: -0.641066 1.128003 0.394005  -0.572
C: 0.809183 1.502605 0.608172  -0.888
N: 1.784186 0.518414 -0.029609  -0.038
C: 3.172112 0.744796 0.490942  -0.546
C: 4.213032 0.224628 -0.495535  -0.513
O: 4.786063 1.017903 -1.182089  -0.517
C: 4.415179 -1.238017 -0.550125  0.772
C: 4.013633 -1.892118 -1.701017  -0.724
C: 4.136389 -3.266357 -1.784157  -0.870
C: 4.668327 -3.956583 -0.713678  -0.528
C: 5.087190 -3.294291 0.428637  -0.491
C: 4.954047 -1.923105 0.524146  -0.376
H: 2.539646 -2.109624 1.311854  0.244
H: 0.840239 -2.422742 1.387214  0.540
H: 1.818753 -1.463153 -0.775715  -0.680
H: -0.322051 -0.515415 -1.353042  0.528
H: -0.461980 -1.983543 -0.399153  0.480
H: -0.961020 1.373309 -0.614934  0.354
H: -1.234056 1.677912 1.103614  0.461
H: 0.985226 2.473694 0.179973  0.579
H: 1.047461 1.526229 1.656812  0.429
H: 1.821040 0.785176 -1.016430  0.493
H: 3.310733 1.813471 0.524707  0.600
H: 3.297912 0.375285 1.493850  0.434
H: 3.608893 -1.282775 -2.476824  0.896
H: 3.820573 -3.765724 -2.677185  0.512
H: 4.748899 -5.022299 -0.768941  0.434
H: 5.514217 -3.876199 1.217158  0.646
H: 5.261399 -1.415958 1.420356  0.524
C: -1.417983 0.958467 7.078319  -0.342
C: -1.555467 0.833388 5.580563  -0.300
O: -0.302570 1.135990 4.956514  -0.492
O: -0.982952 2.264697 7.421278  -0.536
H: -2.371925 0.777648 7.572548  0.347
H: -0.683706 0.231279 7.450814  0.276
H: -2.265598 1.564259 5.198036  0.148
H: -1.891462 -0.169160 5.298832  0.307
H: 0.302746 0.421584 5.167407  0.257
H: -0.351499 2.532514 6.743511  0.343
C: -5.542927 4.605594 5.876882  0.177
C: -4.812037 5.892757 6.191083  -0.531
O: -4.451279 5.955800 7.570864  -0.544
O: -6.697180 4.489100 6.701682  -0.535
H: -5.862003 4.585074 4.839811  0.082
H: -4.896079 3.739588 6.060716  0.062
H: -5.473652 6.741117 6.022948  0.317
H: -3.922381 6.001930 5.560985  0.286
H: -3.746485 5.320084 7.736657  0.323
H: -6.449672 4.844144 7.564070  0.344
C: -5.263097 2.168369 2.640412  0.220
C: -5.383028 2.260801 1.137935  -0.643
O: -4.116606 2.377269 0.462718  -0.492
O: -4.635629 3.346448 3.149181  -0.424
H: -6.250592 2.111354 3.092942  0.044
H: -4.687390 1.280311 2.938218  0.158
H: -5.932261 3.168029 0.893733  0.288
H: -5.914761 1.399067 0.726251  0.359
H: -3.678425 1.521225 0.477079  0.264
H: -3.940372 3.586470 2.526279  0.274
C: -9.396698 1.222464 3.394722  -0.285
C: -10.393337 0.297506 4.056176  -0.529
O: -10.399580 0.511497 5.466982  -0.533
O: -8.097647 1.020627 3.937625  -0.481
H: -9.347244 1.037649 2.321237  0.287
H: -9.690030 2.267251 3.560993  0.276
H: -10.095091 -0.739648 3.911540  0.282
H: -11.395779 0.441249 3.642328  0.319
H: -10.799328 1.369371 5.641618  0.321
H: -8.227580 0.851078 4.879522  0.317
C: 5.059290 -8.459969 2.080446  -0.300
C: 5.947563 -7.274531 1.780582  -0.533
O: 5.174202 -6.062639 1.776444  -0.421
O: 4.010905 -8.558460 1.128841  -0.504
H: 5.630821 -9.386314 2.044890  0.330
H: 4.621179 -8.353451 3.082429  0.255
H: 6.370425 -7.363532 0.781506  0.268
H: 6.760520 -7.198689 2.507089  0.349
H: 4.910533 -5.885229 2.685458  0.251
H: 3.738597 -7.656599 0.927643  0.307
C: 1.635435 0.022402 -4.664733  -0.268
C: 0.634923 -0.557328 -5.629494  -0.547
O: -0.662202 -0.601589 -5.019386  -0.580
O: 1.661457 -0.772664 -3.468259  -0.222
H: 2.639296 0.029115 -5.086740  0.134
H: 1.354482 1.049885 -4.407403  0.316
H: 0.894086 -1.589431 -5.864523  0.296
H: 0.600691 0.025485 -6.547158  0.308
H: -0.979546 0.304411 -4.946227  0.350
H: 0.746686 -1.052621 -3.328762  0.261
C: 1.527848 3.132076 -8.168492  -0.416
C: 2.908538 3.304432 -8.758833  -0.525
O: 3.174196 2.227981 -9.661655  -0.453
O: 1.457197 1.877405 -7.499247  -0.446
H: 1.308169 3.915356 -7.442873  0.359
H: 0.771391 3.166025 -8.963289  0.250
H: 3.655124 3.235567 -7.969492  0.234
H: 3.018620 4.264065 -9.271097  0.367
H: 2.635791 2.348719 -10.449958  0.279
H: 1.985523 1.254670 -8.026099  0.427
C: 5.013980 -1.854471 -7.547985  -0.328
C: 3.598172 -1.495074 -7.935702  -0.365
O: 3.486551 -0.085760 -8.157011  -0.411
O: 5.405082 -1.143502 -6.381788  -0.523
H: 5.095930 -2.919808 -7.334839  0.353
H: 5.702042 -1.603911 -8.365684  0.265
H: 2.919543 -1.727657 -7.115238  -0.004
H: 3.280893 -2.043635 -8.826976  0.409
H: 3.947796 0.146916 -8.970907  0.220
H: 5.020850 -0.262623 -6.462510  0.313

Cartesian forces, eV/Å:
-0.22 -0.04 0.26
0.26 0.00 -0.27
0.24 0.22 0.17
-0.37 -0.14 0.52
-0.21 -0.42 0.01
0.27 0.33 0.13
-0.23 -0.07 -0.02
-0.07 -0.31 -0.08
0.06 -0.51 0.32
-0.18 0.25 -0.04
0.21 0.59 -0.25
-0.05 -0.33 0.45
0.20 0.43 -0.57
0.12 0.16 -0.04
0.45 0.05 0.22
-0.09 0.39 0.04
-0.07 -0.05 -0.06
0.02 -0.02 -0.14
-0.11 -0.32 0.00
0.47 0.09 -0.11
-0.31 -0.30 -0.03
0.41 0.10 -0.38
-0.12 0.06 -0.30
-0.33 -0.32 0.11
-0.10 0.31 -0.28
-0.25 0.33 0.23
0.31 0.37 -0.23
0.07 -0.07 0.37
-0.01 -0.21 -0.21
-0.05 0.43 -0.01
-0.28 -0.42 0.24
-0.21 -0.03 -0.66
-0.09 -0.29 -0.29
0.12 -0.43 0.07
0.16 -0.13 0.35
0.15 0.24 0.25
0.23 0.31 0.06
0.04 -0.17 -0.05
-0.12 0.07 -0.23
-0.23 0.02 0.03
0.00 0.00 0.03
-0.11 -0.15 -0.03
-0.04 0.04 0.01
-0.06 0.00 0.02
0.14 0.00 0.10
0.07 -0.01 0.03
-0.24 0.02 0.51
0.26 -0.09 -0.02
-0.08 -0.02 0.03
-0.06 0.07 -0.13
0.00 -0.03 -0.06
0.18 0.03 -0.16
0.00 0.03 -0.03
-0.08 0.00 -0.07
-0.02 0.00 -0.02
0.00 -0.04 0.04
0.40 0.35 -0.04
-0.07 -0.30 -0.30
0.10 0.22 0.31
0.08 -0.13 -0.07
-0.02 -0.13 0.00
-0.07 -0.02 -0.05
0.00 0.02 -0.11
-0.17 0.03 0.13
-0.15 -0.10 0.07
0.04 -0.01 -0.01
0.18 0.08 0.22
-0.17 0.15 0.11
0.10 -0.11 -0.09
-0.07 -0.15 -0.15
0.01 0.00 -0.01
-0.12 -0.02 -0.11
-0.01 -0.03 -0.01
0.03 -0.03 -0.09
-0.01 0.02 0.05
0.03 0.09 0.06
-0.32 0.12 -0.09
-0.01 0.07 0.15
0.07 -0.15 -0.01
0.18 -0.07 -0.07
0.01 -0.02 0.02
0.16 -0.04 0.07
0.01 0.01 -0.02
0.04 -0.06 -0.03
-0.05 -0.02 0.03
-0.09 0.03 0.03
-0.06 -0.05 0.14
-0.24 0.08 -0.16
0.21 -0.11 0.25
-0.04 0.22 0.32
0.02 -0.02 0.01
0.06 0.05 -0.13
-0.04 -0.04 0.04
0.09 0.02 -0.02
-0.10 0.02 -0.13
-0.06 -0.06 -0.19
0.01 -0.37 0.08
-0.10 0.07 -0.23
0.18 0.03 -0.04
-0.08 0.26 -0.03
0.00 0.03 -0.01
0.02 0.13 0.00
0.06 -0.02 -0.02
-0.04 0.04 0.09
0.00 0.04 -0.04
0.06 -0.09 0.14
0.13 0.29 0.12
0.04 0.08 -0.25
-0.04 -0.30 0.24
-0.18 -0.17 0.10
0.02 -0.02 0.00
-0.07 -0.13 -0.08
-0.02 -0.01 -0.01
0.00 -0.08 0.05
-0.08 0.18 -0.04
0.11 0.09 -0.06

Number 1: HOMO level -8.44 eV, Kohn-Sham gap 9.30 eV. Number 2: HOMO level -14.82 eV, Kohn-Sham gap 7.03 eV. Number 3: HOMO level -11.03 eV, Kohn-Sham gap 7.82 eV.